Record 1
{
  "formula": "C6H14O",
  "method": "the ωB97M-V functional and the def2-TZVPD basis",
  "symbols": ["C", "C", "C", "C", "C", "C", "H", "H", "H", "H", "H", "H", "H", "H", "H", "H", "H", "H", "H", "H", "O"],
  "positions_angstrom": [[-2.14953, 0.76287, 0.58262], [-1.53730, -0.21996, -0.50249], [-0.33444, 0.55310, -1.12170], [1.02746, 0.06001, -0.54746], [1.58852, -1.24175, -0.82422], [1.68642, 1.12598, 0.23026], [-1.30770, 1.02922, 1.25497], [-2.81792, 0.23896, 1.26273], [-2.68272, 1.67526, 0.33134], [-1.19895, -1.05450, 0.02622], [-2.35044, -0.48174, -1.22721], [-0.19378, 0.61179, -2.22203], [-0.42784, 1.68553, -0.79990], [2.63911, -1.35117, -0.47829], [1.38645, -1.66177, -1.81268], [0.90174, 1.71030, 0.73898], [2.43809, 0.83398, 0.94729], [2.23065, 1.88476, -0.35789], [0.64125, -0.97926, 0.13082], [-0.21570, -2.00103, 1.81074], [-0.09113, -1.04772, 1.68661]],
  "forces_ev_per_angstrom": [[0.991, -1.109, 1.036], [-2.293, 3.202, -1.184], [0.817, 1.496, 0.172], [0.581, -0.086, -2.560], [0.975, 4.436, -0.861], [0.133, 0.932, 1.343], [-0.440, -0.054, -0.363], [-0.110, -0.339, -0.111], [0.163, 0.026, -0.970], [0.258, -1.253, 0.690], [0.932, 0.205, 0.240], [-0.517, -0.551, 0.440], [0.218, -2.289, -0.709], [-1.164, -0.313, 0.328], [-0.964, -0.575, 0.835], [0.458, -0.375, 0.114], [0.017, -0.603, 0.328], [-0.461, -0.569, -0.654], [-0.714, -2.281, 3.072], [0.094, 0.243, 0.010], [1.029, -0.143, -1.196]],
  "multiplicity": 1,
  "de_lowest_kcal_mol": 129.52,
  "molar_mass_g_mol": 102.177,
  "total_charge": 0,
  "gap_ev": 7.259,
  "e_lumo_ev": -0.57
}

=====

Record 2
{
  "formula": "C6H14O",
  "method": "the ωB97M-V functional and the def2-TZVPD basis",
  "symbols": ["C", "C", "C", "C", "C", "O", "C", "H", "H", "H", "H", "H", "H", "H", "H", "H", "H", "H", "H", "H", "H"],
  "positions_angstrom": [[1.70747, -1.53691, 2.23982], [0.53853, -0.71379, 1.70384], [0.91859, 0.20901, 0.54420], [-0.28813, 0.97456, -0.00780], [-0.05521, 1.64769, -1.37329], [-1.14283, 1.48164, -2.26269], [-1.17691, 0.20689, -2.84841], [1.38046, -2.20455, 3.04513], [2.50062, -0.89282, 2.63806], [2.14836, -2.15831, 1.45008], [-0.25444, -1.39417, 1.36084], [0.10049, -0.12094, 2.51899], [1.70862, 0.90563, 0.86389], [1.35493, -0.39970, -0.26259], [-0.63079, 1.71885, 0.72369], [-1.12082, 0.26748, -0.12522], [0.06627, 2.73073, -1.26973], [0.86857, 1.25146, -1.82915], [-0.30171, 0.04244, -3.49602], [-2.08266, 0.14125, -3.45685], [-1.20166, -0.59535, -2.09676]],
  "forces_ev_per_angstrom": [[0.047, -0.030, 0.021], [-0.057, 0.016, 0.012], [0.016, -0.020, -0.024], [-0.089, -0.036, 0.021], [0.189, 0.094, 0.182], [-0.041, 0.101, 0.003], [-0.018, -0.256, -0.145], [0.082, 0.111, -0.123], [-0.120, -0.087, -0.065], [-0.075, 0.113, 0.118], [0.108, 0.118, 0.057], [0.063, -0.067, -0.130], [-0.141, -0.111, -0.062], [-0.061, 0.083, 0.112], [0.057, -0.145, -0.126], [0.123, 0.110, 0.007], [0.038, -0.175, 0.037], [-0.151, 0.046, 0.003], [-0.084, 0.032, 0.086], [0.133, 0.033, 0.104], [-0.017, 0.069, -0.088]],
  "multiplicity": 1,
  "de_lowest_kcal_mol": 20.07,
  "molar_mass_g_mol": 102.177,
  "total_charge": 0,
  "gap_ev": 10.816,
  "e_lumo_ev": 1.11
}

=====

Record 3
{
  "formula": "C6H14O",
  "method": "the ωB97M-V functional and the def2-TZVPD basis",
  "symbols": ["C", "O", "C", "C", "C", "C", "C", "H", "H", "H", "H", "H", "H", "H", "H", "H", "H", "H", "H", "H", "H"],
  "positions_angstrom": [[-1.22638, 2.51314, -0.69952], [-0.89836, 1.15914, -0.83788], [-0.65769, 0.50489, 0.38891], [0.30963, -0.65840, 0.16173], [0.55425, -1.34947, 1.50561], [-0.29986, -1.64812, -0.83654], [1.62320, -0.10120, -0.39738], [-0.37988, 3.09224, -0.29641], [-2.09431, 2.66257, -0.04114], [-1.46749, 2.89087, -1.69645], [-1.60854, 0.13836, 0.81632], [-0.21479, 1.20414, 1.12013], [0.96615, -0.64958, 2.24361], [1.26831, -2.17323, 1.39150], [-0.37496, -1.76604, 1.91393], [-0.52312, -1.15064, -1.78544], [-1.23297, -2.07598, -0.44880], [0.39328, -2.47477, -1.03366], [1.44103, 0.42146, -1.33929], [2.34336, -0.90585, -0.58134], [2.07986, 0.60837, 0.30349]],
  "forces_ev_per_angstrom": [[-0.074, 0.325, -0.022], [0.011, -0.119, -0.030], [0.046, -0.079, 0.191], [0.000, -0.027, -0.001], [0.009, -0.022, 0.059], [-0.039, -0.048, -0.048], [0.047, -0.008, 0.017], [-0.129, -0.093, -0.028], [0.062, -0.023, -0.076], [0.014, -0.017, 0.157], [0.145, 0.062, -0.076], [-0.043, -0.073, -0.156], [-0.050, -0.092, -0.111], [-0.103, 0.113, -0.002], [0.123, 0.067, -0.065], [0.042, -0.079, 0.130], [0.129, 0.074, -0.037], [-0.085, 0.122, 0.042], [0.045, -0.057, 0.078], [-0.095, 0.070, 0.039], [-0.055, -0.095, -0.063]],
  "multiplicity": 1,
  "de_lowest_kcal_mol": 13.42,
  "molar_mass_g_mol": 102.177,
  "total_charge": 0,
  "gap_ev": 10.680,
  "e_lumo_ev": 0.93
}

=====

Record 4
{
  "formula": "C6H14O",
  "method": "the ωB97M-V functional and the def2-TZVPD basis",
  "symbols": ["C", "C", "C", "C", "C", "C", "H", "H", "H", "H", "H", "H", "H", "H", "H", "H", "H", "H", "O", "H", "H"],
  "positions_angstrom": [[-1.66447, 0.99132, -1.82405], [-1.48199, 0.12089, -0.83305], [-0.73197, 0.45249, 0.44713], [0.23834, -0.62600, 0.92669], [0.15758, -1.01240, 2.40267], [0.45920, 0.16921, 3.34595], [-1.45321, 2.05080, -1.75050], [-1.94457, 0.60713, -2.79877], [-1.24309, -0.88977, -1.17980], [-0.13879, 1.34036, 0.19585], [-1.35095, 0.81101, 1.27111], [0.07851, -1.53695, 0.34937], [1.28124, -0.36796, 0.74094], [0.88975, -1.80683, 2.57186], [-0.82106, -1.42604, 2.65254], [0.91724, -0.17825, 4.27033], [-0.42240, 0.77701, 3.55227], [1.12652, 0.85631, 2.81493], [1.73121, 0.13218, -5.57812], [2.08654, 0.04901, -6.47270], [2.28640, -0.51352, -5.10466]],
  "forces_ev_per_angstrom": [[-0.243, -0.375, -0.040], [2.312, -0.025, -0.505], [0.220, 1.075, -0.018], [-0.104, -0.768, 0.174], [-0.046, 0.340, 0.289], [0.029, 0.026, -0.761], [-0.357, 0.100, 0.211], [-0.037, 0.186, -0.002], [-1.249, -0.270, 0.313], [-0.078, 0.026, 0.137], [-0.380, -0.338, -0.014], [-0.079, -0.114, -0.136], [0.005, 0.305, -0.188], [-0.054, 0.022, 0.045], [-0.067, -0.095, -0.103], [-0.070, 0.224, 0.063], [-0.104, -0.216, 0.208], [0.306, -0.103, 0.325], [0.691, -0.638, -0.018], [-0.248, 0.232, -0.007], [-0.447, 0.408, 0.028]],
  "multiplicity": 1,
  "de_lowest_kcal_mol": 39.68,
  "molar_mass_g_mol": 102.177,
  "total_charge": 0,
  "gap_ev": 10.278,
  "e_lumo_ev": 0.87
}

=====

Record 5
{
  "formula": "C6H14O",
  "method": "the ωB97M-V functional and the def2-TZVPD basis",
  "symbols": ["C", "C", "C", "C", "C", "O", "C", "H", "H", "H", "H", "H", "H", "H", "H", "H", "H", "H", "H", "H", "H"],
  "positions_angstrom": [[1.28977, 2.93222, 1.16140], [0.02597, 2.08740, 0.93871], [0.21149, 1.05933, -0.17834], [-0.90067, -0.00241, -0.28824], [-0.26331, -1.35557, -0.55678], [-1.23761, -2.35487, -0.70886], [-0.64619, -3.60982, -0.91934], [1.29340, 3.84005, 0.55166], [2.18423, 2.35827, 0.88354], [1.38714, 3.24510, 2.20672], [-0.22438, 1.54886, 1.86209], [-0.83159, 2.73410, 0.71913], [0.34041, 1.56997, -1.14199], [1.17204, 0.55633, 0.02175], [-1.61801, 0.22782, -1.08665], [-1.48003, -0.06503, 0.64259], [0.37020, -1.30001, -1.46097], [0.40740, -1.60852, 0.28472], [-0.02630, -3.61653, -1.83083], [-1.44772, -4.34347, -1.02940], [-0.00623, -3.90324, -0.07090]],
  "forces_ev_per_angstrom": [[-0.014, 0.035, -0.032], [-0.015, -0.023, 0.032], [0.056, 0.000, -0.016], [0.040, -0.022, 0.016], [0.194, 0.216, 0.038], [-0.079, 0.035, -0.003], [0.074, -0.321, -0.060], [-0.028, -0.111, -0.011], [-0.142, 0.116, 0.198], [0.006, -0.047, -0.187], [0.058, 0.052, -0.126], [0.063, -0.076, 0.063], [0.002, -0.061, 0.143], [-0.220, 0.006, -0.085], [0.176, 0.003, 0.138], [0.142, 0.030, -0.115], [-0.103, -0.014, 0.093], [-0.088, 0.010, -0.111], [-0.111, 0.015, 0.125], [0.106, 0.096, 0.012], [-0.117, 0.062, -0.113]],
  "multiplicity": 1,
  "de_lowest_kcal_mol": 20.33,
  "molar_mass_g_mol": 102.177,
  "total_charge": 0,
  "gap_ev": 10.972,
  "e_lumo_ev": 1.14
}